Entry 1:
Computed, not measured: a 3-piece molecular cluster, C8H13N3O8 overall at a distorted geometry, with the ωB97M-V functional and the def2-TZVPD basis.

Properties
**Energy above the lowest of the compared OMol25 structures with the same formula, charge and spin**: 0.0 kcal per mole
**Kohn-Sham gap**: 0.3298 hartree
**SMILES**: N#CO[C@@](N=C=O)(OC=O)ON=O.CCO.CCO
**Spin multiplicity**: 1
**E_LUMO**: -1.4 eV
**E_HOMO**: -10.40 eV
**Total energy**: -1078.6141 hartree

Last column: Löwdin charge in e.
CARTESIAN COORDINATES (ANGSTROEM)
1 N 1.60 -3.47 -3.08  0.2047
2 C 2.23 -3.11 -2.19  -0.2641
3 O 3.17 -2.88 -1.23  0.1047
4 C 2.54 -2.27 -0.08  -0.4907
5 N 2.70 -0.81 -0.26  0.2365
6 C 1.62 -0.24 0.02  -0.2246
7 O 0.89 0.48 0.57  0.2200
8 O 1.15 -2.65 -0.06  0.0075
9 C 0.81 -3.30 1.16  -0.2512
10 O 0.61 -4.47 1.25  0.1646
11 O 3.21 -2.76 1.08  -0.0017
12 N 3.60 -1.69 1.92  0.0304
13 O 3.14 -1.82 2.99  0.1351
14 H 0.76 -2.66 2.09  0.1652
15 C -2.23 3.70 1.02  -0.0949
16 C -1.14 3.86 2.07  -0.3193
17 O -0.52 2.61 2.34  -0.0915
18 H -2.98 2.98 1.36  0.0772
19 H -2.71 4.65 0.81  0.0735
20 H -1.81 3.30 0.09  0.0639
21 H -1.56 4.24 3.00  0.1120
22 H -0.38 4.57 1.73  0.1087
23 H -0.14 2.29 1.51  0.0423
24 C -2.01 0.16 -1.24  -0.0916
25 C -1.60 0.10 -2.69  -0.3194
26 O -0.34 -0.55 -2.78  -0.0916
27 H -1.26 0.70 -0.66  0.0453
28 H -2.98 0.67 -1.13  0.0777
29 H -2.09 -0.84 -0.81  0.0784
30 H -1.49 1.10 -3.11  0.1150
31 H -2.34 -0.45 -3.28  0.1127
32 H -0.44 -1.44 -2.41  0.0653

Entry 2:
Computed, not measured: a 2-piece molecular cluster, C8H13N4 overall at a distorted geometry, with the ωB97M-V functional and the def2-TZVPD basis.

Properties
**Energy above the lowest of the compared OMol25 structures with the same formula, charge and spin**: 102.6 kcal per mole
**Kohn-Sham gap (alpha / beta)**: 0.2762 / 0.2762 hartree
**Total charge**: +1
**Spin multiplicity**: 1
**E_LUMO (alpha / beta)**: -4.4 / -4.4 eV
**E_HOMO (alpha / beta)**: -11.89 / -11.89 eV
**Total energy**: -531.2816 hartree

Last column: Löwdin charge in e.
CARTESIAN COORDINATES (ANGSTROEM)
1 C -1.81 -0.42 -1.50  -0.0180
2 C -2.65 1.54 -1.77  -0.1741
3 C -1.65 0.33 -0.34  -0.2886
4 C 1.38 0.15 0.21  -0.1855
5 C -1.20 -1.41 1.74  -0.0552
6 C -1.20 -0.03 2.35  -0.0743
7 C -1.12 -0.16 0.87  -0.0560
8 C 3.62 -0.67 -0.28  -0.1035
9 N -2.22 1.58 -0.57  0.1262
10 N -2.45 0.34 -2.39  0.1016
11 N 2.20 -0.80 -0.14  -0.0689
12 N 1.73 1.39 0.42  0.1188
13 H -1.44 -1.43 -1.78  0.1572
14 H -3.18 2.43 -2.28  0.1622
15 H -0.36 -2.04 1.78  0.0873
16 H -2.17 -1.92 1.62  0.1296
17 H -2.15 0.50 2.65  0.1452
18 H -0.45 0.14 3.15  0.1324
19 H 4.34 -1.43 0.04  0.0874
20 H 3.94 -0.60 -1.44  0.1390
21 H 3.96 0.18 0.30  0.0667
22 H -2.59 0.15 -3.37  0.1643
23 H 1.86 -1.82 -0.15  0.1786
24 H 1.01 2.08 0.66  0.1168
25 H 2.58 1.91 0.21  0.1112

Entry 3:
Computed, not measured: a 2-piece molecular cluster, C8H13N4P overall at a distorted geometry, with the ωB97M-V functional and the def2-TZVPD basis.

Properties
**Energy above the lowest of the compared OMol25 structures with the same formula, charge and spin**: 59.9 kcal per mole
**Kohn-Sham gap (alpha / beta)**: 0.2869 / 0.1548 hartree
**Total charge**: +2
**Spin multiplicity**: 1
**E_LUMO (alpha / beta)**: -8.1 / -10.1 eV
**E_HOMO (alpha / beta)**: -15.91 / -14.36 eV
**Total energy**: -872.2847 hartree

Last column: Löwdin charge in e.
CARTESIAN COORDINATES (ANGSTROEM)
1 C -0.36 4.52 1.60  0.1090
2 C -0.38 -4.59 -0.42  0.0248
3 C 0.99 -4.58 -0.49  -0.2659
4 C -0.85 4.83 0.32  -0.0961
5 C -0.28 2.62 0.46  -0.0259
6 C 0.33 -2.48 -0.30  -0.6412
7 C 1.77 -5.80 -0.36  -0.0110
8 C -1.27 6.09 -0.35  0.0766
9 N -0.15 3.18 1.63  0.0849
10 N 1.40 -3.29 -0.42  0.1364
11 N -0.77 -3.30 -0.34  0.1201
12 N -0.83 3.57 -0.33  0.1293
13 P 0.51 -0.78 -0.15  0.9540
14 H -0.27 5.31 2.26  0.1399
15 H -0.81 -5.55 -0.46  0.1436
16 H 2.81 -5.55 -0.10  0.0934
17 H 1.35 -6.51 0.37  0.1081
18 H 1.85 -6.37 -1.40  0.1531
19 H -0.48 6.65 -0.53  0.0703
20 H -1.62 5.82 -1.32  0.1117
21 H -1.83 6.59 0.31  0.0777
22 H 0.19 2.53 2.33  0.1774
23 H 2.27 -2.82 -0.62  0.1635
24 H -1.74 -2.99 -0.28  0.1838
25 H -1.04 3.36 -1.28  0.1524
26 H -0.79 -0.47 -0.12  -0.1699

Entry 4:
Computed, not measured: a 2-piece molecular cluster, C8H13NO overall at a distorted geometry, with the ωB97M-V functional and the def2-TZVPD basis.

Properties
**Energy above the lowest of the compared OMol25 structures with the same formula, charge and spin**: 67.3 kcal per mole
**Kohn-Sham gap**: 0.3362 hartree
**SMILES**: CCC=C=O.CCCC#N
**Spin multiplicity**: 1
**E_LUMO**: 0.6 eV
**E_HOMO**: -8.55 eV
**Total energy**: -442.5220 hartree

Last column: Löwdin charge in e.
CARTESIAN COORDINATES (ANGSTROEM)
1 C 0.81 -0.72 0.56  -0.2726
2 C -3.60 1.76 -0.64  -0.1884
3 C -2.87 0.85 -0.10  -0.1162
4 C -2.46 -1.47 -0.51  -0.1122
5 C 4.11 0.84 0.00  -0.1074
6 C 1.66 0.34 0.14  -0.1930
7 C -3.13 -0.50 0.49  -0.2161
8 C 3.07 -0.25 0.12  -0.2586
9 N 0.12 -1.59 0.81  0.1750
10 O -4.12 2.60 -1.26  0.1526
11 H -1.91 1.13 0.01  0.0749
12 H -1.42 -1.52 -0.36  -0.0213
13 H -2.66 -1.08 -1.52  0.0749
14 H -3.05 -2.44 -0.53  0.0933
15 H 4.22 1.24 -0.99  0.0768
16 H 5.00 0.47 0.41  0.0484
17 H 3.93 1.69 0.67  0.0800
18 H 1.58 1.04 1.08  0.1643
19 H 1.19 0.68 -0.83  0.1521
20 H -2.68 -0.64 1.46  0.1012
21 H -4.10 -0.68 0.66  0.0571
22 H 3.17 -0.89 -0.73  0.1055
23 H 3.15 -0.84 1.06  0.1295

Entry 5:
Computed, not measured: one molecule with the formula C8H13NO at a distorted geometry, with the ωB97M-V functional and the def2-TZVPD basis.

Properties
**Energy above the lowest of the compared OMol25 structures with the same formula, charge and spin**: 158.0 kcal per mole
**Kohn-Sham gap (alpha / beta)**: 0.2713 / 0.2613 hartree
**Spin multiplicity**: 1
**E_LUMO (alpha / beta)**: 0.1 / -0.1 eV
**E_HOMO (alpha / beta)**: -7.28 / -7.19 eV
**Total energy**: -442.3775 hartree

Last column: Löwdin charge in e.
CARTESIAN COORDINATES (ANGSTROEM)
1 C -0.79 -0.14 -1.10  -0.2504
2 C -1.97 0.44 -1.49  -0.1109
3 C -3.13 1.75 0.23  -0.0721
4 C -3.62 2.33 1.32  0.0486
5 C 1.23 -2.13 -0.12  -0.0395
6 C 2.22 0.04 -0.77  -0.0670
7 C 1.67 -0.27 1.57  -0.0501
8 C 1.20 -0.61 0.13  -0.6340
9 N -0.12 -0.08 -0.05  0.0669
10 O -2.87 1.20 -0.82  0.0916
11 H -0.19 -0.50 -2.04  0.1479
12 H -2.47 0.10 -2.36  0.0898
13 H -4.30 1.91 1.95  0.0219
14 H -3.18 3.39 1.53  0.1077
15 H 2.17 -2.48 -0.42  0.0535
16 H 0.72 -2.50 0.70  0.0507
17 H 0.61 -2.54 -1.06  0.1187
18 H 3.15 -0.28 -0.44  0.0593
19 H 2.20 1.07 -0.75  0.0606
20 H 2.14 -0.24 -1.82  0.0815
21 H 0.85 -0.29 2.22  0.0436
22 H 2.46 -0.96 1.93  0.0921
23 H 2.01 0.79 1.65  0.0898

Entry 6:
Computed, not measured: one molecule with the formula C8H13NO2 at a distorted geometry, with the ωB97M-V functional and the def2-TZVPD basis.

Properties
**Energy above the lowest of the compared OMol25 structures with the same formula, charge and spin**: 126.3 kcal per mole
**Kohn-Sham gap (alpha / beta)**: 0.2723 / 0.2923 hartree
**Spin multiplicity**: 1
**E_LUMO (alpha / beta)**: 0.2 / 0.4 eV
**E_HOMO (alpha / beta)**: -7.19 / -7.59 eV
**Total energy**: -517.6816 hartree

Last column: Löwdin charge in e.
CARTESIAN COORDINATES (ANGSTROEM)
1 C 3.35 -0.90 -0.13  -0.3788
2 C 2.83 1.40 0.27  -0.1240
3 C -0.82 1.49 -0.40  -0.0399
4 C 0.59 1.20 -0.61  -0.1842
5 C -0.22 0.25 0.14  -0.5127
6 C -0.08 0.07 1.57  -0.0275
7 C -1.95 -1.56 -0.29  -0.1314
8 C -0.61 -0.96 -0.65  -0.2224
9 N 1.65 1.93 -0.41  0.1067
10 O 3.31 -2.05 0.23  0.0616
11 O 2.65 0.03 0.48  -0.0613
12 H 4.17 -0.51 -0.96  0.1861
13 H 3.73 1.68 -0.26  0.0781
14 H -1.01 2.35 0.33  0.1394
15 H -1.67 1.44 -1.16  0.1310
16 H -0.99 -0.20 2.01  0.0680
17 H 0.31 1.00 2.02  0.1093
18 H 0.64 -0.72 1.87  0.1056
19 H -1.84 -2.31 0.56  0.0928
20 H -2.35 -2.36 -0.99  0.0863
21 H -2.75 -0.85 -0.17  0.0674
22 H -0.68 -0.75 -1.79  0.1388
23 H 0.28 -1.79 -0.56  0.1667
24 H 1.60 2.86 -0.72  0.1446

Entry 7:
Computed, not measured: a 2-piece molecular cluster, C8H13NO3S overall at a distorted geometry, with the ωB97M-V functional and the def2-TZVPD basis.

Properties
**Energy above the lowest of the compared OMol25 structures with the same formula, charge and spin**: 31.4 kcal per mole
**Kohn-Sham gap (alpha / beta)**: 0.2272 / 0.2686 hartree
**Spin multiplicity**: 3
**E_LUMO (alpha / beta)**: 0.4 / -3.0 eV
**Expectation value of S²**: 2.02
**E_HOMO (alpha / beta)**: -5.79 / -10.30 eV
**Total energy**: -991.0345 hartree

Last column: Löwdin charge in e.
CARTESIAN COORDINATES (ANGSTROEM)
1 C 1.98 1.70 0.28  -0.2758
2 C -1.57 -0.63 1.15  -0.1889
3 C -1.87 -0.95 -0.28  -0.1439
4 C -1.10 0.86 1.34  -0.1961
5 C -2.60 0.30 -0.94  -0.1140
6 C -1.02 1.62 0.18  -0.2867
7 C 3.41 -1.27 -0.34  -0.0841
8 C 1.33 0.90 -0.65  -0.0905
9 N 2.48 2.49 0.96  0.2154
10 O 1.09 -1.43 0.75  -0.3235
11 O 1.06 -1.52 -1.64  -0.3259
12 O -1.73 1.46 -0.93  -0.0556
13 S 1.63 -0.87 -0.47  0.6656
14 H -2.46 -0.66 1.77  0.1077
15 H -0.69 -1.16 1.41  0.0570
16 H -0.93 -1.11 -0.83  0.0777
17 H -2.60 -1.69 -0.44  0.0983
18 H -1.99 1.21 1.95  0.1233
19 H -0.15 0.94 2.00  0.1453
20 H -2.75 0.01 -1.94  0.1003
21 H -3.52 0.42 -0.35  0.1314
22 H -0.45 2.52 0.06  0.1099
23 H 3.61 -1.59 -1.40  0.0861
24 H 4.17 -0.59 -0.24  0.0351
25 H 3.40 -2.13 0.25  0.0423
26 H 1.30 1.17 -1.65  0.0895

Entry 8:
Computed, not measured: one molecule with the formula C8H13NO4S at a distorted geometry, with the ωB97M-V functional and the def2-TZVPD basis.

Properties
**Energy above the lowest of the compared OMol25 structures with the same formula, charge and spin**: 17.9 kcal per mole
**Kohn-Sham gap**: 0.3776 hartree
**SMILES**: CN1[C@@H]2CC[C@H]3OS(=O)(=O)O[C@@]31CC2
**Spin multiplicity**: 1
**E_LUMO**: 0.7 eV
**E_HOMO**: -9.58 eV
**Total energy**: -1066.4420 hartree

Last column: Löwdin charge in e.
CARTESIAN COORDINATES (ANGSTROEM)
1 C 1.43 -1.48 -0.45  -0.1518
2 C 1.36 0.31 1.34  -0.0868
3 C 0.09 -2.08 -0.07  -0.0791
4 C -0.19 0.35 1.34  -0.1005
5 C 1.57 0.03 -0.13  -0.3337
6 C -0.91 -1.02 -0.60  -0.2704
7 C -0.56 0.41 -0.06  -0.4800
8 C 0.73 2.30 -1.01  -0.0573
9 N 0.58 0.80 -0.90  -0.0476
10 O -3.12 -0.01 1.46  -0.2195
11 O -1.78 1.11 -0.37  -0.1173
12 O -2.27 -1.21 -0.41  -0.1288
13 O -4.33 0.36 -0.58  -0.2203
14 S -3.05 0.11 0.06  0.6981
15 H 2.19 -2.09 -0.04  0.0971
16 H 1.75 -1.64 -1.55  0.1529
17 H 1.71 1.32 1.44  0.0971
18 H 1.88 -0.55 1.90  0.1557
19 H 0.11 -2.96 -0.65  0.1101
20 H -0.07 -2.19 1.02  0.1301
21 H -0.58 -0.56 1.90  0.1430
22 H -0.63 1.19 1.83  0.1187
23 H 2.64 0.32 -0.43  0.1716
24 H -0.85 -1.00 -1.62  0.1351
25 H 1.28 2.46 -2.01  0.1028
26 H -0.30 2.64 -1.07  0.0640
27 H 1.32 3.08 -0.33  0.1170

Entry 9:
Computed, not measured: a 2-piece molecular cluster, C8H13NO5 overall at a distorted geometry, with the ωB97M-V functional and the def2-TZVPD basis.

Properties
**Energy above the lowest of the compared OMol25 structures with the same formula, charge and spin**: 123.3 kcal per mole
**Kohn-Sham gap**: 0.2696 hartree
**SMILES**: CC(=O)C(=O)C(C)=O.C/C(O)=C\ON
**Spin multiplicity**: 1
**E_LUMO**: -0.4 eV
**E_HOMO**: -7.78 eV
**Total energy**: -743.4249 hartree

Last column: Löwdin charge in e.
CARTESIAN COORDINATES (ANGSTROEM)
1 C 2.22 0.85 -1.32  -0.3756
2 C -2.50 0.27 1.82  -0.3893
3 C -2.67 -0.12 -0.67  -0.3564
4 C 3.41 0.74 -2.27  0.0034
5 C -2.63 1.49 2.65  -0.0150
6 C -2.07 -1.51 -0.72  0.0078
7 C 1.87 -0.20 -0.60  -0.1599
8 C -1.89 0.64 0.42  -0.2720
9 N 2.50 -2.04 0.71  0.0535
10 O 1.61 2.04 -1.20  0.0559
11 O -2.87 -0.83 2.12  0.1227
12 O -3.69 0.25 -1.17  0.1417
13 O -0.93 1.29 0.27  0.1553
14 O 2.61 -1.33 -0.55  -0.1621
15 H 3.14 1.21 -3.16  0.0481
16 H 4.31 1.36 -1.85  0.1305
17 H 3.57 -0.31 -2.35  0.0574
18 H -1.79 1.32 3.50  0.1501
19 H -2.45 2.48 2.14  0.1024
20 H -3.60 1.46 3.27  0.1176
21 H -2.23 -2.14 0.17  0.0945
22 H -2.44 -2.15 -1.47  0.0714
23 H -0.94 -1.41 -0.86  0.1122
24 H 1.10 -0.04 0.12  0.0958
25 H 3.41 -2.39 0.98  0.0778
26 H 1.98 -2.90 0.51  0.0793
27 H 0.97 1.95 -0.51  0.0529